Entry from the Open Molecules 2025 dataset: a structure of composition C39H41NO2P2V in a non-equilibrium geometry (ωB97M-V/def2-TZVPD).

Atoms and positions in Å:
V -0.025 1.147 1.247
C 2.688 -2.488 0.800
C 2.799 -1.897 -0.394
C 2.858 -2.676 -1.668
C 1.787 -3.788 -1.865
C 0.495 -3.628 -1.123
C 0.266 -4.001 0.140
C 1.297 -4.641 1.005
C 2.691 -3.976 1.000
C -2.479 1.407 0.331
H 2.697 -1.924 1.734
H 3.044 -0.835 -0.473
H 3.852 -3.148 -1.751
H 2.777 -1.982 -2.513
H 1.535 -3.784 -2.940
H 2.254 -4.763 -1.661
H -0.327 -3.294 -1.754
H -0.751 -4.063 0.518
H 1.429 -5.692 0.705
H 0.936 -4.656 2.040
H 3.148 -4.160 1.987
H 3.327 -4.473 0.251
H -2.008 1.525 1.333
H -3.554 1.591 0.480
H -2.133 2.169 -0.377
P 1.251 1.147 -0.663
P -2.345 -0.234 -0.363
C 0.409 -0.222 -1.425
C -0.871 -0.718 -1.247
C 2.247 2.148 -1.752
C 3.330 1.642 -2.504
C 4.073 2.510 -3.308
C 3.754 3.872 -3.370
C 2.666 4.370 -2.640
C 1.906 3.512 -1.863
C 2.067 0.702 0.945
C 1.411 -0.109 1.992
C 1.812 0.080 3.339
C 3.044 0.659 3.607
C 3.808 1.229 2.568
C 3.319 1.301 1.267
C -3.579 -0.277 -1.693
C -3.413 0.627 -2.763
C -4.250 0.553 -3.882
C -5.272 -0.410 -3.926
C -5.478 -1.266 -2.833
C -4.640 -1.192 -1.711
C -2.924 -1.310 0.976
C -3.561 -0.812 2.131
C -3.837 -1.660 3.203
C -3.467 -3.009 3.142
C -2.872 -3.520 1.982
C -2.676 -2.686 0.880
H 0.994 -0.621 -2.267
H -1.135 -1.485 -1.995
H 3.584 0.582 -2.455
H 4.910 2.127 -3.894
H 4.338 4.550 -3.993
H 2.406 5.428 -2.686
H 1.025 3.879 -1.336
H 0.741 -0.950 1.726
H 1.139 -0.269 4.126
H 3.440 0.696 4.631
H 4.794 1.643 2.805
H 3.876 1.835 0.487
H -2.616 1.378 -2.730
H -4.109 1.251 -4.717
H -5.922 -0.475 -4.804
H -6.297 -1.993 -2.859
H -4.806 -1.848 -0.854
H -3.852 0.237 2.191
H -4.330 -1.265 4.094
H -3.644 -3.664 3.997
H -2.561 -4.567 1.940
H -2.313 -3.093 -0.066
O 0.397 3.054 3.867
C 0.017 3.687 2.895
C -0.165 5.210 2.782
C -0.701 5.452 1.389
C -0.658 4.090 0.723
O -0.872 3.854 -0.467
N -0.312 3.120 1.660
H -0.836 5.587 3.559
H 0.803 5.708 2.907
H -1.739 5.803 1.387
H -0.108 6.166 0.811

Total charge ... +2
LUMO level (spin up / spin down) ... -0.244 / -0.243 hartree
Gap between HOMO and LUMO (spin up / spin down) ... 7.1 / 6.8 eV
E_HOMO (spin up / spin down) ... -13.7 / -13.4 eV
Energy relative to the best compared isomer or geometry (same formula, charge and spin) ... 0.00 kcal/mol
Spin multiplicity ... 2
⟨S²⟩ ... 0.766
Energy ... -90939.680 eV


Entry from the Open Molecules 2025 dataset: an isolated molecule of C5H8O in a non-equilibrium geometry (ωB97M-V/def2-TZVPD).

Atoms and positions in Å:
C 1.804 -0.072 1.564
C 0.976 0.809 1.004
C 0.197 0.489 -0.197
O -0.093 1.615 -0.960
C -0.424 -0.655 -0.443
C -1.613 -0.908 -1.329
H 2.025 -1.039 1.120
H 2.305 0.118 2.517
H 0.589 1.693 1.513
H 0.437 2.333 -0.601
H -0.323 -1.414 0.324
H -2.482 -0.865 -0.646
H -1.788 -0.183 -2.151
H -1.611 -1.921 -1.714

LUMO level ... 0.032 hartree
Gap between HOMO and LUMO ... 9.2 eV
E_HOMO ... -8.4 eV
Energy relative to the best compared isomer or geometry (same formula, charge and spin) ... 37.83 kcal/mol
Structure (SMILES) ... C=C/C(O)=C/C
Energy ... -7360.615 eV


Entry from the Open Molecules 2025 dataset: a cluster of 3 separate species, C29H37NO10 in total in a non-equilibrium geometry (ωB97M-V/def2-TZVPD).

Atoms and positions in Å:
C 0.000 4.710 1.374
C 0.887 3.769 0.544
C 0.814 4.112 -0.952
C -0.275 3.387 -1.717
O -1.511 3.745 -1.181
C -2.611 3.019 -1.585
O -2.859 2.795 -2.731
C -3.471 2.556 -0.473
C -4.458 1.609 -0.720
C -5.229 1.156 0.338
C -5.035 1.631 1.630
C -4.063 2.601 1.872
C -3.287 3.057 0.817
O -0.169 3.954 -3.084
C 0.770 3.244 -3.726
O 1.211 3.472 -4.781
O 1.159 2.180 -2.938
C -0.008 1.948 -2.127
C 0.134 0.845 -1.091
O -0.595 1.194 0.075
N -1.344 0.044 0.582
O -0.722 -0.573 1.332
O 2.203 3.921 1.057
C 3.103 2.964 0.549
C 2.937 1.572 1.118
C 2.055 1.248 2.141
C 1.954 -0.070 2.570
C 2.716 -1.082 2.005
C 3.627 -0.757 1.003
C 3.725 0.559 0.573
H -0.708 5.259 0.765
H 0.655 5.445 1.839
H -0.497 4.182 2.182
H 0.523 2.762 0.738
H 0.584 5.171 -1.038
H 1.770 3.988 -1.442
H -4.581 1.233 -1.722
H -5.984 0.402 0.166
H -5.640 1.254 2.439
H -3.918 2.964 2.877
H -2.539 3.806 1.014
H -0.744 1.617 -2.857
H -0.312 -0.057 -1.514
H 1.172 0.586 -0.873
H 4.103 3.315 0.798
H 3.070 2.887 -0.541
H 1.456 2.019 2.603
H 1.266 -0.331 3.361
H 2.622 -2.109 2.322
H 4.253 -1.514 0.556
H 4.426 0.805 -0.216
C 3.520 -6.900 2.267
C 4.812 -6.440 2.935
C 4.904 -4.994 2.467
O 3.559 -4.536 2.305
C 2.661 -5.647 2.364
H 3.061 -7.764 2.745
H 3.708 -7.149 1.220
H 4.706 -6.478 4.021
H 5.685 -7.029 2.658
H 5.414 -4.921 1.501
H 5.420 -4.349 3.179
H 2.122 -5.608 3.317
H 1.936 -5.566 1.553
C -3.579 -3.269 -3.043
C -2.418 -2.298 -3.240
C -3.109 -0.953 -3.064
O -4.182 -1.167 -2.144
C -4.384 -2.570 -1.956
H -3.269 -4.273 -2.759
H -4.166 -3.340 -3.961
H -1.672 -2.446 -2.455
H -1.921 -2.394 -4.203
H -3.527 -0.592 -4.008
H -2.446 -0.181 -2.665
H -4.022 -2.841 -0.958
H -5.451 -2.789 -2.008

LUMO level ... -0.022 hartree
Gap between HOMO and LUMO ... 8.5 eV
E_HOMO ... -9.1 eV
Energy relative to the best compared isomer or geometry (same formula, charge and spin) ... 0.00 kcal/mol
Structure (SMILES) ... C[C@@H](C[C@@]1(OC(=O)c2ccccc2)OC(=O)O[C@H]1CON=O)OCc1ccccc1.C1CCOC1.C1CCOC1
Energy ... -52634.080 eV


Question: The highest energy belongs to which entry?
Answer: C5H8O


Please write out number 2 again, unchanged.
Entry from the Open Molecules 2025 dataset: an isolated molecule of C5H8O in a non-equilibrium geometry (ωB97M-V/def2-TZVPD).

Atoms and positions in Å:
C 1.804 -0.072 1.564
C 0.976 0.809 1.004
C 0.197 0.489 -0.197
O -0.093 1.615 -0.960
C -0.424 -0.655 -0.443
C -1.613 -0.908 -1.329
H 2.025 -1.039 1.120
H 2.305 0.118 2.517
H 0.589 1.693 1.513
H 0.437 2.333 -0.601
H -0.323 -1.414 0.324
H -2.482 -0.865 -0.646
H -1.788 -0.183 -2.151
H -1.611 -1.921 -1.714

LUMO level ... 0.032 hartree
Gap between HOMO and LUMO ... 9.2 eV
E_HOMO ... -8.4 eV
Energy relative to the best compared isomer or geometry (same formula, charge and spin) ... 37.83 kcal/mol
Structure (SMILES) ... C=C/C(O)=C/C
Energy ... -7360.615 eV